No. 1
C2H9NO | wB97M-V/def2-TZVPD

CARTESIAN COORDINATES (ANGSTROEM)
C (-0.717153, -1.399429, -0.377352)
N (-0.372037, -0.279684, 0.520106)
C (1.054489, -0.386712, 0.913320)
H (0.098286, -1.980464, -0.807196)
H (-1.509240, -2.055847, -0.017792)
H (-1.066045, -0.931180, -1.317413)
H (-0.956061, -0.319234, 1.351783)
H (1.500263, -1.379192, 0.942460)
H (1.270364, 0.154404, 1.832186)
H (1.614676, 0.174345, 0.157841)
H (-0.444879, 3.551594, -1.312505)
H (-0.534767, 2.080199, -0.799438)
O (0.062105, 2.771202, -1.086000)

Force components x, y, z for each atom (eV/Å):
C -0.9 1.2 -1.7
N 0.9 -1.2 0.6
C 0.1 1.4 -0.6
H 0.5 -0.1 0.9
H 0.2 0.0 0.2
H -0.5 -0.3 0.3
H 0.2 -0.1 -0.2
H -0.4 -0.3 0.2
H -0.2 -0.1 0.2
H 0.1 -0.2 0.0
H -0.3 -0.1 0.0
H -0.3 -0.2 0.2
O 0.6 0.1 -0.1

Calculated values
ΔE to the lowest compared entry with this formula, charge and spin = 72.1 kJ/mol
Strongest force on any atom = 2.2 eV Å⁻¹
E_tot = -211.55761 a.u.
SMILES = CNC.O

---

No. 2
C2H9NO2 | wB97M-V/def2-TZVPD

CARTESIAN COORDINATES (ANGSTROEM)
C (-1.504182, -0.636116, 1.147707)
O (-1.120998, -1.938160, 0.714730)
H (-1.239162, -0.540787, 2.293070)
H (-0.982588, 0.160044, 0.606222)
H (-2.634306, -0.655144, 1.026267)
H (-1.820702, -2.550999, 1.053990)
N (0.516960, 1.141483, -1.724697)
C (1.414042, 1.229939, -0.428028)
O (1.996976, -0.022962, -0.053209)
H (0.940613, 0.591587, -2.413618)
H (-0.068584, 0.424056, -1.466934)
H (2.178270, 1.955756, -0.703113)
H (0.835240, 1.605938, 0.342497)
H (1.488424, -0.764638, -0.394881)

Force components x, y, z for each atom (eV/Å):
C -1.2 -0.9 2.4
O -0.4 -0.7 0.1
H -0.6 0.2 -2.1
H -0.3 -0.4 -0.1
H 1.3 1.1 0.2
H 1.2 0.8 -0.5
N 1.6 1.8 3.0
C 0.3 -1.4 -4.3
O 0.2 0.8 -0.1
H 2.1 -0.2 -1.6
H -3.0 -1.6 1.2
H 0.3 -0.3 0.3
H -1.4 0.7 1.4
H -0.2 0.1 0.1

Calculated values
ΔE to the lowest compared entry with this formula, charge and spin = 140.8 kJ/mol
Strongest force on any atom = 4.5 eV Å⁻¹
E_tot = -286.76477 a.u.
SMILES = NCO.CO

---

No. 3
C2H9NO2 | wB97M-V/def2-TZVPD

CARTESIAN COORDINATES (ANGSTROEM)
C (1.113923, 0.998502, 0.982531)
C (0.896341, 1.456120, -0.263363)
N (1.488001, 1.049391, -1.442352)
H (2.024323, 0.474477, 1.283848)
H (0.322667, 1.056378, 1.719034)
H (0.422862, 2.428519, -0.356751)
H (2.371951, 0.583671, -1.473689)
H (1.212991, 1.535049, -2.270951)
H (-3.233450, -2.219827, -1.301551)
H (-2.135557, -1.585780, -0.519057)
O (-2.756617, -2.326845, -0.473533)
H (-0.166303, -0.748430, 0.800414)
H (-0.635234, -1.690611, 1.959522)
O (-0.925904, -1.010614, 1.355897)

Force components x, y, z for each atom (eV/Å):
C 0.3 -0.3 -0.1
C 1.1 0.5 0.2
N -0.1 0.3 0.2
H -0.5 -0.6 -0.4
H 0.4 1.0 0.2
H -1.4 -0.6 -0.2
H 0.2 -0.3 0.1
H 0.2 0.2 -0.1
H -0.3 -0.3 0.0
H 0.0 -0.2 0.6
O 0.1 0.4 -0.5
H -0.3 -0.2 0.6
H 0.2 -0.3 0.0
O -0.1 0.4 -0.6

Calculated values
ΔE to the lowest compared entry with this formula, charge and spin = 103.8 kJ/mol
Strongest force on any atom = 1.5 eV Å⁻¹
E_tot = -286.77884 a.u.
SMILES = C=CN.O.O

---

No. 4
C2H9NO2 | wB97M-V/def2-TZVPD

CARTESIAN COORDINATES (ANGSTROEM)
C (0.524935, -1.075093, -1.282473)
C (-0.416439, -1.289976, 0.420894)
N (-0.031426, -0.186878, -0.257935)
H (1.397528, -1.746780, -0.968041)
H (0.916458, -0.452962, -2.037532)
H (-0.266783, -1.666606, -1.828030)
H (-1.383467, -1.781534, 0.278019)
H (0.146320, -1.783306, 1.240243)
H (1.106143, 0.912237, 0.589241)
H (0.814719, 2.219672, 1.282908)
O (1.602447, 1.627512, 1.104282)
H (-2.127586, 2.103777, 0.354723)
H (-0.968384, 1.158236, 0.294533)
O (-1.314460, 1.961707, 0.809169)

Force components x, y, z for each atom (eV/Å):
C 0.1 -2.3 -1.1
C 0.5 2.6 -0.3
N -1.0 -2.8 2.7
H -1.1 0.6 -0.3
H 0.6 1.0 -0.8
H 0.7 0.0 0.4
H -0.2 -0.2 -0.6
H 0.3 0.4 -0.2
H 1.1 0.8 0.6
H 1.4 -0.7 -0.1
O -2.2 0.0 -0.4
H -1.1 0.6 -0.3
H -0.3 1.5 0.8
O 1.1 -1.6 -0.5

Calculated values
ΔE to the lowest compared entry with this formula, charge and spin = 379.2 kJ/mol
Strongest force on any atom = 4.0 eV Å⁻¹
E_tot = -286.67398 a.u.

---

No. 5
C2H9NO2 | wB97M-V/def2-TZVPD

CARTESIAN COORDINATES (ANGSTROEM)
C (-1.772504, 0.756118, -1.029522)
O (-1.668890, 0.283172, -2.347895)
C (-0.466647, 1.146044, -0.422766)
N (0.497551, 0.038706, -0.310322)
H (-2.204554, -0.051597, -0.421540)
H (-2.510156, 1.553010, -1.010136)
H (-0.830582, -0.189546, -2.391804)
H (-0.502086, 1.609217, 0.565238)
H (0.064812, 1.949863, -0.947881)
H (-0.041123, -0.785078, -0.537939)
H (1.146214, 0.117126, -1.088401)
H (3.139671, -2.466139, 2.699161)
H (2.143577, -1.766086, 3.632121)
O (3.004713, -2.194809, 3.611684)

Force components x, y, z for each atom (eV/Å):
C -0.8 -0.4 0.7
O 0.4 0.1 -0.5
C 1.8 1.4 0.6
N -0.3 -0.2 -0.9
H 0.0 0.0 0.2
H 0.1 0.3 -0.1
H -0.1 -0.1 -0.3
H -1.0 -0.3 0.2
H -0.5 -0.1 -0.6
H 0.2 -0.7 0.4
H 0.2 -0.1 0.2
H -0.1 0.1 0.0
H 0.0 0.0 -0.1
O 0.0 0.0 0.1

Calculated values
ΔE to the lowest compared entry with this formula, charge and spin = 41.3 kJ/mol
Strongest force on any atom = 2.3 eV Å⁻¹
E_tot = -286.80264 a.u.
SMILES = NCCO.O

---

No. 6
C2H9NO2 | wB97M-V/def2-TZVPD

CARTESIAN COORDINATES (ANGSTROEM)
C (1.898145, -1.336972, -0.532071)
O (0.812494, -0.903221, -1.358400)
H (1.536499, -2.204740, 0.006226)
H (2.354910, -0.517060, 0.025316)
H (2.757384, -1.705522, -1.108961)
H (1.194470, -0.512678, -2.159032)
N (-2.087465, 1.195589, -0.021301)
C (-1.056697, 1.175720, 1.026015)
O (-0.294525, 0.011969, 1.082175)
H (-2.169793, 0.252166, -0.376745)
H (-2.967351, 1.539249, 0.335991)
H (-1.517464, 1.272254, 2.013147)
H (-0.399866, 2.040644, 0.855715)
H (-0.060735, -0.307399, 0.211929)

Force components x, y, z for each atom (eV/Å):
C 0.9 -0.3 -0.9
O 0.6 0.1 -0.4
H 0.0 0.3 0.7
H -0.6 -0.1 0.6
H -0.3 -0.1 -0.4
H -0.4 0.0 0.3
N 0.7 -0.2 0.0
C -0.1 0.9 0.1
O -0.3 -0.5 0.6
H -0.5 0.0 0.0
H -0.1 -0.3 -0.1
H 0.1 0.1 0.0
H 0.0 0.0 0.1
H 0.1 0.3 -0.7

Calculated values
ΔE to the lowest compared entry with this formula, charge and spin = 68.3 kJ/mol
Strongest force on any atom = 1.4 eV Å⁻¹
E_tot = -286.79236 a.u.
SMILES = NCO.CO

---

No. 7
C2H9NO2 | wB97M-V/def2-TZVPD

CARTESIAN COORDINATES (ANGSTROEM)
C (2.237986, -0.468316, -0.191786)
O (1.542839, -0.140803, -1.394614)
H (1.780294, -1.323176, 0.297214)
H (3.260595, -0.753630, -0.411464)
H (2.155970, 0.371029, 0.485793)
H (1.038470, -0.908833, -1.671726)
N (-0.858984, 1.172142, 0.501716)
C (-1.821180, 0.234631, -0.055080)
O (-2.193721, -0.666161, 0.965168)
H (-0.282884, 1.605286, -0.203695)
H (-0.306328, 0.627868, 1.160665)
H (-2.671693, 0.824610, -0.405355)
H (-1.380740, -0.433824, -0.798782)
H (-2.500624, -0.140822, 1.721945)

Force components x, y, z for each atom (eV/Å):
C -0.5 -0.4 -0.3
O 0.0 0.1 0.1
H -0.2 -0.1 0.2
H 0.3 0.3 0.1
H 0.3 0.2 0.1
H 0.1 0.0 -0.1
N -0.4 -0.2 0.6
C 0.4 0.0 0.5
O -0.4 0.2 0.4
H 0.2 -0.1 0.0
H 0.3 0.3 -0.4
H 0.0 -0.3 -0.4
H -0.3 0.3 -0.4
H 0.0 -0.2 -0.3

Calculated values
ΔE to the lowest compared entry with this formula, charge and spin = 60.6 kJ/mol
Strongest force on any atom = 0.8 eV Å⁻¹
E_tot = -286.79530 a.u.
SMILES = NCO.CO

---

No. 8
C2H9NO3 | wB97M-V/def2-TZVPD

CARTESIAN COORDINATES (ANGSTROEM)
O (0.652392, 0.551529, -2.185116)
C (-0.156471, 1.055392, -1.456034)
C (-0.283864, 0.642081, -0.015020)
N (-0.483607, 1.666481, 1.017757)
H (-0.838041, 1.841842, -1.828591)
H (-1.081307, -0.083588, 0.137741)
H (0.616321, 0.081190, 0.211278)
H (-1.457341, 1.875721, 1.151848)
H (0.050765, 2.483849, 0.817302)
H (1.932110, -2.698323, -1.867752)
H (2.345770, -3.233769, -0.531107)
O (2.092861, -3.535461, -1.412815)
H (-1.252547, -0.547472, 3.397016)
H (-1.270717, 0.936818, 3.050841)
O (-1.839008, 0.219372, 3.358327)

Force components x, y, z for each atom (eV/Å):
O 0.1 -0.1 -0.2
C -0.3 0.1 0.1
C 0.1 -0.3 1.2
N 0.1 -0.7 -0.5
H -0.1 0.1 0.0
H -0.3 -0.1 -0.4
H 0.3 0.0 0.0
H -0.2 0.3 -0.2
H 0.2 0.7 0.0
H 0.0 -0.2 -0.2
H 0.0 -0.3 -0.1
O 0.0 0.5 0.2
H -0.1 0.2 0.0
H 0.1 -0.1 -0.1
O 0.1 -0.1 0.0

Calculated values
ΔE to the lowest compared entry with this formula, charge and spin = 172.8 kJ/mol
Strongest force on any atom = 1.2 eV Å⁻¹
E_tot = -362.04900 a.u.
SMILES = NCC=O.O.O

---

No. 9
C2H9NO3 | wB97M-V/def2-TZVPD

CARTESIAN COORDINATES (ANGSTROEM)
O (-1.379010, -1.493996, 0.389381)
C (-0.319300, -0.980305, -0.363105)
C (-0.537732, 0.524874, -0.471872)
N (0.362254, 1.114341, -1.500958)
H (-0.613998, -1.461217, -1.329827)
H (-1.576089, 0.609207, -0.744292)
H (-0.520522, 0.906711, 0.545284)
H (1.336950, 1.010546, -1.275988)
H (0.047197, 1.971853, -1.874052)
H (-0.991776, -0.846306, 3.104683)
H (0.709963, -1.362592, -0.091508)
O (-1.253863, -0.207926, 2.431536)
H (3.356311, 0.745315, 0.031442)
H (-1.271878, -0.803458, 1.565032)
O (2.651494, 0.272954, -0.415755)

Force components x, y, z for each atom (eV/Å):
O 2.2 0.5 -1.4
C -0.9 -3.1 1.8
C 1.3 1.0 -3.4
N -2.6 -1.3 3.0
H 0.3 0.7 -0.3
H -0.5 0.7 -0.4
H 0.8 0.1 0.5
H 1.7 -0.4 0.3
H -0.4 0.9 -0.6
H 0.1 0.0 0.0
H -1.0 0.7 -0.1
O 0.1 -0.2 -0.6
H 0.2 0.3 0.2
H -0.5 0.5 1.5
O -0.9 -0.1 -0.5

Calculated values
ΔE to the lowest compared entry with this formula, charge and spin = 913.7 kJ/mol
Strongest force on any atom = 4.1 eV Å⁻¹
E_tot = -361.76681 a.u.

---

No. 10
C2H9NO4 | wB97M-V/def2-TZVPD

CARTESIAN COORDINATES (ANGSTROEM)
O (0.449718, -0.881931, 0.079965)
C (0.673494, 0.135292, 0.655833)
O (0.395801, 0.232474, 1.972724)
C (1.299872, 1.367289, 0.031635)
N (1.444240, 1.312294, -1.406135)
H (0.595975, 1.099757, 2.342854)
H (0.729847, 2.272980, 0.269985)
H (2.294376, 1.516377, 0.447158)
H (0.594010, 1.607255, -1.877362)
H (1.551229, 0.356920, -1.728354)
H (-2.178342, 1.022708, -2.382274)
H (-2.496656, 2.343180, -1.616138)
O (-1.799360, 1.862379, -2.094370)
H (-1.437229, -5.505762, 1.762322)
H (-1.238015, -3.985306, 1.998856)
O (-0.878959, -4.755905, 1.543300)

Force components x, y, z for each atom (eV/Å):
O -0.1 -0.3 -0.3
C 0.1 0.5 0.2
O -0.2 -0.2 0.5
C 0.0 0.3 -0.7
N -0.3 -0.1 -0.6
H 0.1 0.1 -0.2
H 0.0 -0.2 0.2
H 0.1 -0.1 0.4
H 0.0 0.2 0.3
H 0.3 -0.1 0.3
H -0.1 0.2 0.2
H 0.3 -0.4 -0.3
O -0.2 0.2 0.2
H -0.1 0.1 0.1
H 0.0 -0.2 -0.1
O 0.1 0.1 -0.1

Calculated values
ΔE to the lowest compared entry with this formula, charge and spin = 65.3 kJ/mol
Strongest force on any atom = 0.8 eV Å⁻¹
E_tot = -437.32253 a.u.
SMILES = NCC(=O)O.O.O

---

No. 11
C2H9NO4 | wB97M-V/def2-TZVPD

CARTESIAN COORDINATES (ANGSTROEM)
C (-0.040915, -0.909281, -2.385750)
N (-0.072105, -1.119276, -0.994814)
C (-0.053855, 0.041871, -0.206298)
O (-0.534847, 1.064170, -0.829261)
O (-0.156411, -0.057425, 0.981601)
H (-0.558296, -0.014726, -2.708724)
H (0.926571, -0.857585, -2.809737)
H (-0.300661, -1.778821, -2.864964)
H (0.135184, -1.957834, -0.488923)
H (-1.018991, 1.705525, -0.162417)
H (0.073075, -1.828442, 1.781210)
H (0.379949, -3.394131, 1.738297)
O (0.595530, -2.498676, 1.213909)
H (-0.376560, 3.647135, 2.187622)
H (0.793276, 3.675659, 3.089222)
O (0.209056, 4.281837, 2.459028)

Force components x, y, z for each atom (eV/Å):
C 0.8 0.3 -0.6
N 0.7 3.3 0.9
C -3.2 -4.7 -0.2
O -1.4 4.9 -0.3
O 1.1 0.8 3.0
H -0.5 -0.3 0.0
H 1.8 0.8 -0.1
H -1.8 -2.0 -1.2
H 0.4 -0.4 0.0
H 1.8 -2.1 -1.7
H 1.3 -1.0 -1.6
H 0.9 2.8 -1.9
O -1.9 -2.5 3.7
H -2.7 -2.3 -1.4
H -1.6 2.2 -1.9
O 4.3 0.0 3.3

Calculated values
ΔE to the lowest compared entry with this formula, charge and spin = 172.9 kJ/mol
Strongest force on any atom = 5.7 eV Å⁻¹
E_tot = -437.28155 a.u.
SMILES = CNC(=O)O.O.O

---

No. 12
C2H9NOP | wB97M-V/def2-TZVPD

CARTESIAN COORDINATES (ANGSTROEM)
C (-2.069738, -1.385043, -0.721021)
C (1.879397, 0.897205, 1.182805)
N (1.635527, 2.182804, 1.188718)
O (0.060965, 0.244157, -1.636436)
P (-0.402192, -0.632558, -0.287245)
H (-2.316072, -0.708552, -1.529192)
H (-1.959736, -2.414396, -0.908815)
H (-2.718261, -1.199303, 0.121442)
H (2.003602, 0.409116, 0.244385)
H (1.729040, 0.309139, 2.021920)
H (1.276659, 2.667326, 2.038264)
H (1.550450, 2.759798, 0.302603)
H (-0.347907, 0.018471, -2.503624)
H (0.537042, -1.833554, -0.539327)

Force components x, y, z for each atom (eV/Å):
C 1.6 2.0 1.0
C -1.7 2.9 -1.7
N -0.5 -0.3 -0.3
O -0.8 -0.1 -0.1
P 1.4 -1.5 -0.9
H -0.7 -0.5 -0.5
H -0.2 -1.1 -0.7
H -0.3 0.0 0.1
H 0.8 -0.1 -0.6
H 0.2 -0.8 1.9
H 0.6 -0.6 -0.7
H 0.5 -1.2 1.3
H 0.5 0.0 0.9
H -1.4 1.3 0.4

Calculated values
Net charge = +1
ΔE to the lowest compared entry with this formula, charge and spin = 84.6 kJ/mol
Strongest force on any atom = 3.8 eV Å⁻¹
E_tot = -552.64825 a.u.